Entry 1:
DFT (ωB97M-V/def2-TZVPD) results for C24H38AlBrCaCl2KMgN2O12PS as an isolated structure.

Structure (XYZ):
```
85
Properties=species:S:1:pos:R:3
C 3.573 -4.081 -1.909
C 2.246 -4.015 -1.180
O 1.552 -4.986 -1.114
O 1.754 -2.860 -0.547
C 2.605 -2.107 0.277
C 1.851 -0.815 0.631
C 1.870 0.331 -0.400
P 1.033 1.772 0.445
O 0.931 1.541 2.076
Cl 2.143 3.421 0.231
C 3.231 0.594 -1.029
O 4.133 1.243 -0.671
O 3.234 -0.185 -2.195
C 1.891 -0.548 -2.674
C 1.545 -0.263 -4.143
C 0.980 0.167 -1.705
O -0.071 -0.734 -1.323
C -1.389 -0.361 -1.723
C -2.208 -1.642 -1.775
C -1.942 -2.387 -0.450
C -3.692 -1.340 -2.027
C -4.375 -2.679 -2.410
C -4.430 -0.783 -0.805
H 3.675 -4.988 -2.494
H 4.387 -4.103 -1.173
H 3.704 -3.216 -2.566
H 3.608 -1.949 -0.135
H 2.745 -2.623 1.234
H 2.345 -0.450 1.536
H 0.832 -1.091 0.904
H 1.868 1.619 2.425
H 1.579 -1.610 -2.549
H 1.395 0.806 -4.324
H 2.295 -0.672 -4.814
H 0.623 -0.829 -4.313
H 0.606 1.096 -2.138
H -1.404 0.152 -2.708
H -1.867 0.321 -0.927
H -1.780 -2.213 -2.607
H -1.026 -2.966 -0.559
H -2.793 -2.991 -0.152
H -1.754 -1.661 0.358
H -3.842 -0.645 -2.862
H -5.329 -2.520 -2.902
H -3.687 -3.235 -3.047
H -4.488 -3.259 -1.494
H -4.267 -1.374 0.095
H -4.185 0.268 -0.589
H -5.503 -0.830 -0.995
Ca -1.431 2.061 1.193
N 3.614 2.286 4.062
C 3.337 3.070 5.110
C 4.242 3.984 5.630
C 5.490 4.100 5.028
C 5.781 3.290 3.941
C 4.818 2.406 3.505
H 2.349 2.957 5.540
H 3.971 4.597 6.478
H 6.218 4.809 5.397
H 6.739 3.331 3.414
H 5.013 1.763 2.654
Br 0.878 -3.708 -3.561
C -5.908 4.399 2.295
C -5.144 3.268 1.810
N -4.492 2.394 1.436
H -6.956 4.130 2.436
H -5.464 4.714 3.264
H -5.843 5.217 1.579
Cl 6.880 4.183 1.530
K -0.729 2.105 -2.576
O 6.023 1.287 -3.438
S 5.553 2.665 -3.656
O 6.275 3.278 -4.769
O 5.807 3.457 -2.426
O 4.099 2.694 -3.906
Mg -4.392 6.674 3.582
O -7.434 -2.987 4.038
C -7.057 -3.703 3.129
C -6.713 -2.365 1.674
O -6.339 -3.013 0.710
H -7.755 -4.372 2.594
H -6.064 -4.190 3.157
H -6.006 -1.669 2.172
H -7.677 -1.827 1.633
Al 4.113 -1.600 -3.445
```

Properties
2S+1: 1
HOMO level: -0.42108 hartree
Charge: +2
Energy: -215040.79003 eV



Entry 2:
DFT (ωB97M-V/def2-TZVPD) results for C24H38BBeBrCaClF4KN2O15Si2 as an isolated structure.

Structure (XYZ):
```
91
Properties=species:S:1:pos:R:3
C 2.854 2.149 4.660
C 2.313 2.376 3.274
O 2.118 3.494 2.853
O 2.041 1.320 2.471
C 3.179 0.443 2.566
C 3.390 -0.402 1.287
C 4.876 -0.606 1.222
C 5.525 -1.452 2.056
Br 4.833 -2.537 3.386
C 6.978 -1.308 1.748
O 7.875 -1.569 2.465
O 7.045 -0.770 0.438
C 5.868 0.090 0.330
O 5.774 1.098 -0.279
H 2.590 1.172 5.041
H 2.567 2.962 5.312
H 3.941 2.166 4.565
H 3.098 -0.213 3.423
H 4.072 1.057 2.633
H 3.026 0.122 0.410
H 2.897 -1.366 1.339
C -3.554 -2.058 -2.687
Si -3.120 -0.506 -1.715
C -4.750 0.328 -1.265
C -2.166 0.627 -2.865
N -2.200 -0.980 -0.325
Si -1.629 0.186 0.820
C -3.012 1.114 1.666
C -0.441 1.431 0.048
C -0.680 -0.728 2.173
H -4.163 -1.772 -3.609
H -2.648 -2.574 -3.012
H -4.156 -2.754 -2.090
H -5.379 0.394 -2.157
H -4.597 1.340 -0.890
H -5.304 -0.236 -0.507
H -1.170 0.233 -3.066
H -2.068 1.630 -2.448
H -2.700 0.711 -3.815
H -3.483 1.839 1.003
H -2.613 1.663 2.518
H -3.787 0.437 2.039
H 0.320 0.925 -0.550
H 0.065 1.995 0.836
H -0.960 2.149 -0.587
H 0.172 -1.270 1.751
H -1.327 -1.441 2.693
H -0.304 -0.014 2.910
Ca 6.697 -2.452 -1.026
O -3.541 3.599 3.155
C -3.633 4.612 2.526
O -4.336 4.608 1.371
C -4.654 5.796 0.645
C -3.529 6.204 -0.284
C -2.906 5.857 2.956
H -4.945 6.599 1.324
H -5.539 5.550 0.059
H -2.620 6.443 0.269
H -3.815 7.077 -0.871
H -3.287 5.387 -0.964
H -1.880 5.813 2.595
H -2.896 5.877 4.043
H -3.373 6.783 2.627
O 10.661 -3.049 3.556
H 9.836 -2.646 3.267
C -0.035 -4.885 -4.254
C -0.816 -5.222 -5.290
C -1.147 -6.655 -5.592
O -1.875 -6.901 -6.532
C -0.571 -7.690 -4.737
C 0.211 -7.348 -3.708
C 0.520 -5.914 -3.393
O 1.227 -5.658 -2.433
O 0.767 -8.247 -2.896
O -1.344 -4.321 -6.106
H 0.214 -3.857 -4.023
H -0.801 -8.719 -4.973
H 1.276 -7.730 -2.245
H -1.865 -4.819 -6.763
K -3.746 -2.531 0.611
B 3.238 -1.904 -4.375
F 2.009 -2.365 -3.911
F 3.222 -0.519 -4.523
F 4.239 -2.243 -3.396
F 3.572 -2.519 -5.574
Cl -5.051 -1.199 -5.145
Be 2.184 5.163 4.262
N -0.728 3.274 5.428
O -0.073 2.426 4.771
O -0.556 4.502 5.185
O -1.516 2.929 6.297
```

Properties
2S+1: 1
HOMO level: -0.25466 hartree
Energy: -204218.23803 eV



The calculation returns the following molar mass values, one per record and in order: 890.9, 941.1 g/mol.